The following is a quantum chemistry calculation of a molecular structure, C27H58InO8S3 at a distorted geometry, from the OMol25 dataset.

- charge = -1

Last column: Mulliken charge in e.
CARTESIAN COORDINATES (ANGSTROEM)
O -3.19 3.31 0.02  -0.54
H 4.04 0.69 -3.84  0.18
H -4.22 3.76 2.79  -0.23
H -3.92 4.15 -2.38  0.35
H 7.01 -0.28 1.65  0.30
C -4.90 -1.95 4.71  -0.59
O -4.25 -4.77 0.35  -0.70
H 7.60 -0.51 -1.00  0.31
H -3.87 1.62 2.12  0.19
S -5.59 -2.03 3.05  1.01
H -2.22 -6.20 -0.43  0.35
O -4.24 -4.01 -2.04  -0.74
H 0.40 -1.40 2.53  0.36
C 6.18 1.01 -1.39  0.18
H -5.05 3.10 4.17  0.38
H -2.24 -5.75 -2.15  0.34
H -2.44 -2.23 -1.22  0.37
H -2.25 -0.33 0.82  -0.44
C -4.68 -4.30 3.97  -0.41
H -4.26 7.74 -0.17  0.34
O -2.39 1.39 3.56  -0.80
H -4.22 5.55 0.96  0.29
C -3.34 4.99 -2.01  -0.75
C -4.84 -3.40 5.20  -0.77
H -3.33 3.49 4.32  0.30
C -3.30 5.90 0.50  -0.72
H -3.07 -2.30 0.45  -0.38
C 2.73 -1.17 1.39  -0.76
H -3.68 -4.20 3.55  0.12
C 5.92 1.73 -3.81  -0.95
C 4.98 0.03 1.12  -0.79
C -5.71 -3.81 2.96  -0.44
H 4.31 -1.69 -0.04  0.51
H 5.46 -0.99 -4.71  0.24
H 4.82 -0.10 2.18  0.63
C 7.09 0.26 -0.42  -0.77
H 6.23 2.08 -1.20  0.26
H -4.84 -5.35 4.21  0.42
C 6.69 0.84 -2.83  -0.77
H 7.75 1.07 -2.88  0.32
C 4.78 1.02 -4.56  -0.43
H -2.52 5.21 -2.70  0.35
H -4.39 0.98 3.70  -0.30
H 5.16 0.65 -1.39  -0.08
H 6.60 2.13 -4.56  0.47
C -3.59 6.97 -0.55  -0.68
C -1.23 -3.45 0.11  -0.09
H -3.91 -1.50 4.63  0.32
H 2.20 0.87 1.71  0.30
H 5.70 -0.41 -7.88  0.33
C 1.68 -0.04 1.43  -0.49
H 4.12 -1.15 -8.25  0.25
H -0.46 -2.68 0.17  0.09
C 0.59 -0.33 2.47  -1.41
H -2.59 6.22 1.26  0.46
H 6.41 -1.53 0.62  0.48
C 3.87 -0.81 0.43  -0.50
H 4.85 1.08 0.88  0.34
S -2.60 4.54 -0.43  1.26
H -0.06 -5.16 -0.58  0.38
H -2.66 7.45 -0.86  0.32
H -0.59 -4.07 -1.85  0.32
C -0.89 -4.54 -0.91  -0.78
H 7.88 0.90 -0.04  0.37
H -6.72 -4.08 3.25  0.32
C 5.30 -0.14 -5.38  -0.57
H 5.54 2.59 -3.28  0.40
O -4.57 -1.59 2.13  -0.46
H 6.27 0.08 -5.83  0.42
H -5.51 -4.13 1.94  0.19
C -2.16 -5.38 -1.14  -0.67
H -0.82 2.15 0.89  -0.49
H -5.76 -3.65 5.73  0.29
H -5.54 -1.33 5.32  0.41
H 0.92 0.03 3.45  0.48
C 4.91 -1.07 -7.52  -0.72
C -3.72 1.69 3.20  0.67
C -4.20 6.23 -1.75  -0.57
H 3.45 -0.21 -0.38  0.14
H 6.57 -0.21 -3.08  0.36
C -4.09 3.12 3.65  -0.85
H 3.09 -1.30 2.40  0.24
O -6.91 -1.45 3.04  -0.75
H 5.34 -2.05 -7.30  0.28
S -3.54 -4.27 -0.81  1.18
H 2.24 -2.09 1.09  0.26
H -4.26 6.86 -2.63  0.32
H -4.01 -3.54 5.91  0.36
H -1.34 -3.89 1.10  0.22
H 4.31 1.72 -5.24  0.33
In -1.30 0.75 1.87  1.05
C 6.39 -0.46 0.77  -0.98
H -5.22 5.92 -1.50  0.29
C -2.56 -2.86 -0.34  0.11
O 4.33 -0.52 -6.35  -0.35
H 1.25 0.04 0.43  0.33
O -1.18 4.74 -0.53  -0.71

---

The following is a quantum chemistry calculation of 12 unconnected molecules or ions with the total composition C19H64N16O14 at a distorted geometry, from the OMol25 dataset.

- SMILES string = COCCNCCOC.COCCNCCOC.NC(N)=O.NC(N)=O.NC(N)=O.NC(N)=O.NC(N)=O.NC(N)=O.NC(N)=O.O.O.O

Last column: Mulliken charge in e.
CARTESIAN COORDINATES (ANGSTROEM)
C 0.36 -4.51 -3.54  -1.10
H -2.88 4.13 -1.99  0.24
N -1.72 0.53 -6.10  -0.34
H -1.53 -3.79 -1.39  -0.01
O -0.06 -5.16 1.73  -0.26
N -2.09 -3.31 -0.67  -0.03
N 0.29 -0.68 -6.38  -0.52
H 2.25 4.79 2.63  0.37
N -2.02 0.58 0.79  0.69
H -3.02 5.55 0.85  0.30
H 6.22 1.26 2.27  0.33
O -2.40 5.23 0.21  -0.72
H -4.05 3.93 -3.16  0.14
H 1.69 -3.94 2.15  0.21
H 2.87 2.00 -1.29  0.16
H -2.56 4.28 3.11  0.23
C 2.99 5.24 -0.01  -0.58
H -0.80 2.92 -2.16  0.28
H -0.08 1.49 2.32  -0.67
H 1.60 -0.98 1.82  -0.10
N 2.49 1.62 -0.45  -0.18
H 1.20 -0.66 -6.03  0.26
H 5.08 -2.49 1.44  0.39
H 3.54 6.10 -0.37  0.32
C -2.65 -2.11 -1.02  0.21
C -1.57 -5.56 -4.18  -0.86
H -1.07 0.62 1.17  -0.61
H -0.59 3.24 5.24  0.19
N -2.01 -1.50 -2.09  0.19
H -2.39 -0.40 0.56  0.11
H -0.97 -6.51 -4.24  0.31
H 1.91 3.63 1.25  -0.43
H -3.33 0.60 3.69  0.21
O -1.03 -4.60 -3.32  -0.24
C -4.73 1.07 2.32  0.64
O -0.23 0.28 -4.37  -0.62
C -0.55 0.05 -5.59  0.43
H 0.30 -0.50 -7.39  0.23
H -0.13 -5.28 3.78  0.29
H -6.04 1.38 0.81  0.24
C 1.31 -4.68 1.41  -0.89
C 2.70 4.05 1.93  0.48
H 0.32 -2.79 -2.23  -0.60
N 0.89 -4.61 -1.13  -0.36
H 0.46 -6.75 2.91  0.32
H 0.57 -2.97 0.37  -0.04
H 0.02 -5.08 -0.92  0.37
N -0.29 2.11 3.13  0.36
C -2.31 2.91 -3.53  0.58
H 5.11 1.59 3.78  0.35
H 1.97 -3.51 -2.52  0.53
O 0.99 0.60 0.83  0.26
H -3.21 3.29 3.90  0.38
N -1.01 2.79 -3.11  -0.29
H -2.63 -5.89 -3.84  0.24
H 4.01 3.52 3.54  0.46
N 4.42 2.31 1.91  -0.22
H -2.26 4.26 0.37  0.49
O -2.77 2.41 -4.55  -0.79
H 3.40 -1.99 1.18  -0.21
H -1.85 0.39 -7.14  0.20
O -1.62 2.63 -0.04  -0.82
H 5.04 -0.75 3.33  0.49
H -1.30 -1.95 -2.65  0.00
H -3.83 -0.73 2.94  0.30
H -5.64 -0.28 1.05  0.21
C -0.22 -5.90 2.90  -0.82
H 1.92 5.38 0.20  0.31
H -0.08 1.88 6.38  0.27
H 1.90 -5.50 1.36  0.66
H -2.23 1.31 -5.72  0.36
H 2.92 2.24 3.29  0.38
C 0.92 -3.75 -2.31  0.26
C 1.35 0.85 -0.29  0.09
O 3.65 4.70 1.13  -0.41
O 4.82 -0.51 1.30  -0.39
H 2.16 -3.41 -0.01  0.22
H 1.18 0.64 -2.26  0.13
O -4.63 2.33 2.52  -0.68
H 3.07 1.81 0.33  -0.03
C 0.01 1.54 4.37  0.56
H -3.47 2.26 -1.50  0.36
H -3.68 0.54 -1.13  0.19
O -2.56 4.00 3.99  -0.67
H 0.80 -5.49 -3.60  0.57
H -1.22 -6.41 2.95  0.23
H 2.93 4.43 -0.83  0.11
C 5.15 1.29 2.68  -1.07
H 5.12 2.93 1.42  0.22
O 0.57 0.47 4.47  -0.78
C -2.25 1.59 -0.10  -0.11
O 1.29 -1.55 2.56  -0.59
C 1.21 -3.91 0.13  0.08
H -0.21 0.12 -1.28  -0.37
C 3.48 3.00 2.75  -0.92
N -3.18 1.36 -1.07  0.28
H -2.68 -3.90 0.01  0.21
O -3.57 -1.65 -0.38  -0.72
N -3.16 3.69 -2.84  -0.47
C 4.55 -0.10 2.58  0.22
H -2.28 -0.61 -2.52  0.12
H -1.62 -5.10 -5.15  0.33
N -4.13 0.16 3.27  -0.55
N 0.65 0.61 -1.36  0.56
H -1.00 2.82 3.02  0.23
C 4.45 -1.78 0.88  -0.24
N -5.63 0.66 1.39  -0.39
H 0.47 -3.97 -4.50  0.43
H 3.41 -0.03 2.80  -0.14
H 4.68 -1.86 -0.17  0.28
H 1.07 -0.88 3.20  0.35
N -0.13 2.34 5.46  -0.43
H -0.58 1.96 -3.60  0.25

---

The following is a quantum chemistry calculation of 2 unconnected molecules or ions with the total composition C2H4O2S3 at a distorted geometry, from the OMol25 dataset.

- SMILES string = S=C(S)S.O=CO
- ΔE to the lowest compared entry with this formula, charge and spin (kJ/mol) = 0.0

Last column: Mulliken charge in e.
CARTESIAN COORDINATES (ANGSTROEM)
H -0.36 -1.43 -2.37  0.17
S -1.54 -1.61 0.15  -0.16
S -1.54 1.34 0.13  -0.13
O 0.96 -0.28 1.99  -0.36
O 1.41 0.91 0.15  -0.50
H 1.37 -1.13 0.26  0.49
C -1.14 -0.21 -0.58  -0.02
H 0.88 0.58 2.44  0.34
H -0.85 2.10 -0.72  0.15
C 1.24 -0.13 0.72  0.10
S -0.43 -0.12 -2.18  -0.08

---

The following is a quantum chemistry calculation of 12 unconnected molecules or ions with the total composition C32H60Cl8N4O16 at a distorted geometry, from the OMol25 dataset.

- SMILES string = O=C1OCCO1.O=C1OCCO1.O=C1OCCO1.O=C1OCCO1.CNC(C)=O.CNC(C)=O.CNC(C)=O.CNC(C)=O.ClCCCl.ClCCCl.ClCCCl.ClCCCl
- ΔE to the lowest compared entry with this formula, charge and spin (kJ/mol) = 0.0

Last column: Mulliken charge in e.
CARTESIAN COORDINATES (ANGSTROEM)
H 5.14 -21.68 -13.23  0.32
C 17.10 -27.28 -13.77  -0.87
C 12.57 -22.51 -17.81  0.71
C 5.88 -20.88 -13.24  -0.47
H 22.53 -18.27 -8.06  0.32
H 5.06 -21.12 -5.12  0.29
H 15.95 -12.05 -9.11  0.25
O 13.30 -21.66 -17.10  -0.34
H 3.82 -13.39 -10.97  0.30
H 22.13 -20.20 0.22  0.24
C 22.19 -19.77 -0.78  -0.20
O 11.97 -19.41 -7.55  -0.64
H 20.93 -18.07 -1.31  0.28
H 19.15 -27.21 -9.89  0.29
C 12.73 -19.24 -8.51  0.62
H 7.95 -21.18 -5.63  0.24
C 8.55 -22.44 -3.53  -1.11
O 14.23 -14.38 -4.01  -0.30
C 6.51 -20.64 -14.62  -0.40
H 17.77 -10.67 -8.24  0.31
H 11.01 -24.00 -10.24  0.27
H 17.03 -26.59 -14.61  0.27
H 22.79 -16.95 -9.28  0.29
H 14.60 -19.22 -9.14  0.27
C 17.14 -10.33 -9.06  -0.47
O 15.32 -24.65 0.76  -0.31
H 12.69 -18.70 -10.61  0.33
H 9.81 -28.30 -7.92  0.26
O 19.30 -26.55 -13.20  -0.64
Cl 15.16 -10.67 -10.78  -0.17
C 16.19 -24.74 1.82  -0.27
C 7.15 -22.13 -4.05  0.77
Cl 5.08 -19.33 -12.61  -0.19
C 21.68 -16.23 -7.64  -0.44
C 18.79 -26.33 -10.42  -0.84
H 17.24 -28.30 -14.11  0.24
H 16.03 -25.57 2.51  0.26
H 21.50 -16.41 -6.58  0.32
C 15.81 -10.97 -9.18  -0.36
H 13.73 -16.88 -2.71  0.28
H 11.98 -25.31 -10.81  0.32
O 22.41 -20.79 -1.75  -0.34
Cl 17.02 -8.56 -8.96  -0.18
C 15.40 -14.59 -3.30  0.67
O 21.45 -21.43 -3.76  -0.56
C 5.94 -13.02 -11.21  -0.43
N 13.95 -19.79 -8.62  -0.18
C 21.53 -20.71 -2.77  0.69
C 17.48 -25.10 1.15  -0.30
C 18.21 -26.87 -12.76  0.69
H 8.46 -23.01 -2.61  0.30
Cl 7.74 -19.42 -14.64  -0.16
N 7.10 -21.57 -5.25  -0.20
O 17.07 -25.69 -0.06  -0.32
H 19.53 -25.63 -10.82  0.30
C 13.21 -14.87 -3.21  -0.31
C 5.81 -21.21 -5.90  -0.81
H 5.97 -20.27 -6.42  0.32
Cl 3.99 -11.88 -12.68  -0.20
N 10.66 -25.78 -9.19  -0.22
C 14.46 -20.89 -7.78  -0.83
O 20.56 -19.81 -2.51  -0.31
C 20.88 -19.15 -1.29  -0.28
Cl 24.32 -16.91 -7.45  -0.20
H 13.59 -20.71 -19.97  0.23
H 11.38 -28.16 -7.19  0.30
H 7.03 -21.58 -14.84  0.26
H 10.24 -25.33 -11.23  0.30
H 5.77 -20.58 -15.42  0.33
C 13.57 -20.48 -17.83  -0.25
H 12.80 -14.03 -2.64  0.27
Cl 6.37 -13.80 -9.64  -0.21
H 6.15 -13.81 -11.94  0.30
C 15.82 -25.30 -0.32  0.66
H 23.03 -19.07 -0.87  0.24
C 10.97 -25.07 -10.47  -0.82
H 13.37 -19.52 -17.35  0.29
H 20.07 -19.38 -0.60  0.24
C 11.24 -26.89 -8.78  0.78
H 12.15 -19.91 -19.38  0.26
H 14.11 -20.91 -6.74  0.30
H 10.29 -26.80 -6.94  0.33
H 5.49 -22.02 -6.56  0.24
H 16.98 -27.15 -11.17  0.20
H 9.13 -22.88 -4.35  0.30
H 13.49 -15.78 -1.27  0.26
C 13.87 -15.89 -2.29  -0.29
C 12.21 -18.42 -9.67  -1.00
O 15.29 -25.31 -1.41  -0.53
H 9.73 -25.64 -8.80  0.22
C 10.59 -27.57 -7.65  -1.07
H 14.17 -21.88 -8.12  0.24
H 6.63 -21.29 -12.56  0.30
H 16.15 -27.23 -13.24  0.27
H 18.08 -25.81 1.73  0.29
H 6.66 -12.23 -11.43  0.33
H 12.47 -17.37 -9.57  0.28
H 15.09 -10.66 -8.44  0.31
C 4.49 -12.56 -11.15  -0.39
H 14.64 -20.36 -17.97  0.23
O 15.23 -15.58 -2.45  -0.29
C 22.73 -17.21 -8.22  -0.39
H 15.53 -20.76 -7.66  0.33
O 16.51 -14.14 -3.58  -0.57
O 12.33 -23.67 -17.46  -0.58
H 12.47 -15.37 -3.83  0.27
H 9.05 -21.52 -3.22  0.30
C 12.87 -20.70 -19.15  -0.23
H 11.17 -18.71 -9.81  0.28
H 18.24 -25.83 -9.61  0.31
H 21.98 -15.19 -7.77  0.30
H 18.04 -24.19 0.95  0.22
Cl 20.12 -16.34 -8.49  -0.20
O 12.32 -22.03 -19.00  -0.33
H 16.30 -23.81 2.38  0.29
H 17.79 -10.58 -9.90  0.31
H 4.35 -11.74 -10.44  0.30
N 17.88 -26.81 -11.47  -0.20
O 12.27 -27.28 -9.36  -0.67
O 6.12 -22.43 -3.52  -0.63

---

The following is a quantum chemistry calculation of 2 unconnected molecules or ions with the total composition C4H11NO2 at a distorted geometry, from the OMol25 dataset.

- SMILES string = CC(=O)O.CCN
- ΔE to the lowest compared entry with this formula, charge and spin (kJ/mol) = 92.6

Last column: Mulliken charge in e.
CARTESIAN COORDINATES (ANGSTROEM)
C 1.81 1.44 -0.73  -0.25
H -0.10 0.86 -1.46  0.47
C -2.00 -2.15 1.83  -0.97
H -1.19 -2.09 2.57  0.29
H -0.17 -0.33 -0.13  0.24
H -2.05 -3.20 1.56  0.30
H 0.93 1.66 1.17  0.26
H 0.36 2.71 -0.06  0.22
N 1.12 2.18 0.33  -0.58
H 0.99 1.07 -2.85  0.32
H 2.50 0.72 -0.32  0.33
H -2.90 -1.71 2.22  0.27
H 2.43 2.21 -1.20  0.28
O -1.87 -1.76 -0.53  -0.54
C -1.51 -1.51 0.58  0.70
H 1.26 -0.32 -1.91  0.26
C 0.92 0.73 -1.82  -1.16
O -0.51 -0.54 0.75  -0.42

---

Electronic energy readings, ordered: -82996.743, -73252.603, -38738.934, -173056.180, -9911.282 eV